[1]
# C4H11NPS

The ion C4H11NPS with charge +1 in a non-equilibrium geometry (ωB97M-V/def2-TZVPD, OMol25).

```
! wB97M-V def2-TZVPD RIJCOSX def2/J DEFGRID3
* xyz 1 1
C 2.22 -1.91 0.85
C -1.58 1.25 0.82
C -1.56 0.21 -1.40
C 0.50 0.67 -0.18
N -0.94 0.26 -0.06
P 1.91 -0.24 0.07
S 3.60 0.63 -0.38
H 3.24 -1.81 0.78
H 1.69 -2.02 1.72
H 1.72 -2.65 0.32
H -2.04 1.97 0.33
H -2.36 0.82 1.31
H -0.90 1.57 1.63
H -1.18 0.96 -1.99
H -1.49 -0.85 -1.94
H -2.59 0.40 -1.23
H 0.56 1.46 -0.79
H -0.78 -0.71 0.14
*
```

Output
lowest unoccupied orbital energy = -4.02 eV
gap between HOMO and LUMO = 0.312 hartree
relative energy (zero: lowest compared OMol25 entry of this formula, charge and spin) = 280.2 kJ/mol

Results of the Löwdin charge analysis, in e, for atoms 1 through 2: C -0.18; C 0.02

=====

[2]
# C4H11NPS

The ion C4H11NPS with charge +1 in a non-equilibrium geometry (ωB97M-V/def2-TZVPD, OMol25).

```
! wB97M-V def2-TZVPD RIJCOSX def2/J DEFGRID3
* xyz 1 1
C -0.63 0.87 -0.99
C 0.24 -1.51 -1.32
C 0.00 0.77 0.42
C 0.13 -0.77 0.65
N 1.28 1.44 0.20
P -1.56 -1.46 1.32
S 0.68 0.10 -2.08
H -1.54 0.31 -1.10
H -0.81 1.93 -1.37
H 1.09 -2.22 -1.39
H -0.76 -1.86 -1.55
H -0.76 1.16 1.14
H 0.88 -1.30 1.08
H 1.17 2.45 0.16
H 1.62 1.00 -0.69
H 1.89 1.26 1.16
H -1.90 -0.12 1.83
H -1.03 -2.04 2.51
*
```

Output
lowest unoccupied orbital energy = -3.45 eV
gap between HOMO and LUMO = 0.345 hartree
relative energy (zero: lowest compared OMol25 entry of this formula, charge and spin) = 289.6 kJ/mol

Results of the Löwdin charge analysis, in e, for atoms 1 through 2: C -0.38; C -0.30

=====

[3]
# C4H11NS

The molecule C4H11NS in a non-equilibrium geometry (ωB97M-V/def2-TZVPD, OMol25).

```
! wB97M-V def2-TZVPD RIJCOSX def2/J DEFGRID3
* xyz 0 1
C 2.10 -0.72 0.49
N 1.12 0.35 0.51
C -0.34 0.28 0.41
C -0.75 -0.83 -0.57
S -2.55 -1.10 -0.50
C -0.94 1.63 0.04
H 2.32 -1.09 1.50
H 3.01 -0.26 0.10
H 1.79 -1.44 -0.25
H 1.45 1.29 0.61
H -0.61 -0.02 1.44
H -0.26 -1.78 -0.39
H -0.33 -0.54 -1.55
H -2.60 -1.63 -1.73
H -0.19 2.33 -0.34
H -1.44 2.09 0.89
H -1.77 1.44 -0.65
*
```

Output
lowest unoccupied orbital energy = 0.95 eV
gap between HOMO and LUMO = 0.333 hartree
relative energy (zero: lowest compared OMol25 entry of this formula, charge and spin) = 96.8 kJ/mol

Results of the Löwdin charge analysis, in e, for atoms 1 through 2: C -0.11; N -0.12

=====

[4]
# C4H11NS

A cluster of 2 separate species, C4H11NS in total in a non-equilibrium geometry (ωB97M-V/def2-TZVPD, OMol25).

```
! wB97M-V def2-TZVPD RIJCOSX def2/J DEFGRID3
* xyz 0 1
C -0.72 2.24 -0.68
S -0.52 1.55 -2.31
H -1.40 1.63 -0.08
H 0.23 2.35 -0.16
H -1.13 3.25 -0.74
C 1.29 -0.25 1.17
C -0.06 -1.00 1.21
C -0.33 -1.57 -1.02
N -0.13 -2.03 0.24
H 2.09 -0.95 1.41
H 1.51 0.11 0.16
H 1.29 0.57 1.88
H -0.17 -1.44 2.20
H -0.84 -0.24 1.06
H -0.08 -2.32 -1.78
H -1.35 -1.24 -1.23
H 0.29 -0.65 -1.32
*
```

Output
lowest unoccupied orbital energy = -3.25 eV
gap between HOMO and LUMO = 0.158 hartree
relative energy (zero: lowest compared OMol25 entry of this formula, charge and spin) = 505.6 kJ/mol

Results of the Löwdin charge analysis, in e, for atoms 1 through 2: C -0.62; S 0.45

=====

[5]
# C4H11NS

A cluster of 2 separate species, C4H11NS in total in a non-equilibrium geometry (ωB97M-V/def2-TZVPD, OMol25).

```
! wB97M-V def2-TZVPD RIJCOSX def2/J DEFGRID3
* xyz 0 1
C -2.38 0.84 -0.56
C 1.36 -0.51 -1.17
C -2.44 -0.42 -0.14
C 1.06 -1.07 1.57
N 1.25 1.49 0.50
S 0.57 -0.08 0.43
H -2.13 1.63 0.11
H 0.95 2.36 0.98
H -2.56 1.05 -1.56
H 2.08 0.17 -1.52
H 0.55 -0.67 -1.89
H 1.85 -1.44 -0.96
H -2.70 -1.19 -0.79
H -2.08 -0.72 0.88
H 0.34 -1.48 2.33
H 2.07 -1.52 1.52
H 2.21 1.56 0.27
*
```

Output
lowest unoccupied orbital energy = 0.92 eV
gap between HOMO and LUMO = 0.314 hartree
relative energy (zero: lowest compared OMol25 entry of this formula, charge and spin) = 405.6 kJ/mol

Results of the Löwdin charge analysis, in e, for atoms 1 through 2: C -0.08; C -0.21

=====

[6]
# C4H11NS

The molecule C4H11NS in a non-equilibrium geometry (ωB97M-V/def2-TZVPD, OMol25).

```
! wB97M-V def2-TZVPD RIJCOSX def2/J DEFGRID3
* xyz 0 1
C 0.47 -1.23 -0.72
C 1.37 -0.15 -0.08
C 0.71 1.00 0.70
S -0.46 0.41 1.99
C -0.86 -0.66 -1.29
N -0.58 -0.01 -2.58
H 0.39 -2.13 -0.12
H 1.04 -1.45 -1.62
H 2.00 0.30 -0.82
H 1.98 -0.62 0.68
H 0.30 1.78 0.06
H 1.49 1.45 1.30
H -1.54 1.02 1.49
H -1.17 0.10 -0.58
H -1.53 -1.51 -1.38
H -1.32 0.65 -2.78
H -0.61 -0.71 -3.30
*
```

Output
lowest unoccupied orbital energy = 0.89 eV
gap between HOMO and LUMO = 0.361 hartree
relative energy (zero: lowest compared OMol25 entry of this formula, charge and spin) = 58.0 kJ/mol

Results of the Löwdin charge analysis, in e, for atoms 1 through 2: C -0.21; C -0.28

=====

[7]
# C4H11NS

The ion C4H11NS with charge +1 in a non-equilibrium geometry (ωB97M-V/def2-TZVPD, OMol25).

```
! wB97M-V def2-TZVPD RIJCOSX def2/J DEFGRID3
* xyz 1 2
C 1.16 -0.92 -0.08
C -0.35 -0.68 -0.42
C -0.98 0.46 0.46
S -2.84 0.40 0.04
C 2.13 0.29 -0.07
N 3.53 -0.15 0.19
H 1.25 -1.44 0.95
H 1.59 -1.73 -0.79
H -0.49 -0.51 -1.41
H -0.92 -1.51 -0.09
H -0.94 0.22 1.55
H -0.65 1.46 0.14
H -3.04 1.32 -0.97
H 2.26 0.88 -1.07
H 1.72 1.06 0.56
H 4.14 0.54 0.44
H 3.91 -0.51 -0.64
*
```

Output
expectation value of S² = 0.75
lowest unoccupied orbital energy (alpha / beta) = -4.00 / -9.06 eV
gap between HOMO and LUMO (alpha / beta) = 0.307 / 0.120 hartree
relative energy (zero: lowest compared OMol25 entry of this formula, charge and spin) = 167.7 kJ/mol

Results of the Löwdin charge analysis, in e, for atoms 1 through 2: C -0.18; C -0.24

=====

[8]
# C4H11NS2

The molecule C4H11NS2 in a non-equilibrium geometry (ωB97M-V/def2-TZVPD, OMol25).

```
! wB97M-V def2-TZVPD RIJCOSX def2/J DEFGRID3
* xyz 0 1
N 3.20 1.22 -0.48
C 2.41 0.28 -1.22
C 1.54 -0.59 -0.27
S 0.18 0.45 0.42
S -1.34 -0.29 -0.86
C -2.89 -0.51 0.09
C -2.77 -0.24 1.58
H 3.64 1.85 -1.15
H 2.70 1.79 0.19
H 3.07 -0.44 -1.72
H 1.70 0.64 -1.97
H 2.09 -0.97 0.59
H 1.13 -1.47 -0.77
H -3.01 -1.57 -0.07
H -3.56 0.22 -0.35
H -2.76 0.83 1.76
H -3.53 -0.63 2.25
H -1.81 -0.57 1.97
*
```

Output
lowest unoccupied orbital energy = 0.63 eV
gap between HOMO and LUMO = 0.318 hartree
relative energy (zero: lowest compared OMol25 entry of this formula, charge and spin) = 80.8 kJ/mol

Results of the Löwdin charge analysis, in e, for atoms 1 through 2: N -0.02; C -0.39

=====

[9]
# C4H11NSi

The molecule C4H11NSi in a non-equilibrium geometry (ωB97M-V/def2-TZVPD, OMol25).

```
! wB97M-V def2-TZVPD RIJCOSX def2/J DEFGRID3
* xyz 0 1
C -1.65 0.29 -0.03
C -3.12 0.02 -0.01
C 1.93 -1.64 -0.24
C 1.60 1.47 -0.17
N -0.87 -0.44 0.60
Si 1.18 -0.18 0.69
H -1.35 1.16 -0.64
H -3.49 -0.12 -1.02
H -3.64 0.88 0.42
H -3.33 -0.86 0.58
H 2.86 -1.97 0.24
H 1.25 -2.49 -0.25
H 2.17 -1.39 -1.27
H 2.59 1.82 0.09
H 1.56 1.37 -1.25
H 0.89 2.24 0.11
H 1.41 -0.17 2.14
*
```

Output
lowest unoccupied orbital energy = 1.01 eV
gap between HOMO and LUMO = 0.345 hartree
relative energy (zero: lowest compared OMol25 entry of this formula, charge and spin) = 72.7 kJ/mol

Results of the Löwdin charge analysis, in e, for atoms 1 through 2: C -0.40; C -0.10

=====

[10]
# C4H11O

A cluster of 2 separate species, C4H11O in total (ωB97M-V/def2-TZVPD, OMol25).

```
! wB97M-V def2-TZVPD RIJCOSX def2/J DEFGRID3
* xyz -1 1
C 2.12 -1.22 0.30
O 3.39 -1.63 0.35
H 1.98 -0.10 0.38
H 1.44 -1.61 1.12
H 1.53 -1.53 -0.62
C -0.60 1.31 0.18
C -2.11 1.26 0.07
C -2.59 0.16 -0.86
H -0.11 1.32 -0.80
H -0.30 2.25 0.66
H -0.19 0.46 0.72
H -2.53 1.11 1.07
H -2.52 2.21 -0.27
H -3.62 -0.13 -0.67
H -1.97 -0.73 -0.75
H -2.48 0.50 -1.89
*
```

Output
lowest unoccupied orbital energy = 3.54 eV
gap between HOMO and LUMO = 0.196 hartree
relative energy (zero: lowest compared OMol25 entry of this formula, charge and spin) = 36.3 kJ/mol

Results of the Löwdin charge analysis, in e, for atoms 1 through 2: C -0.57; O -0.45